ORCA calculation (wB97M-V/def2-TZVPD) on 13 unconnected molecules or ions with the total composition C26H51F5O23 in a non-equilibrium geometry.

Geometry as ORCA input:
```
! RIJCOSX wB97M-V def2-TZVPD def2/J DEFGRID3
* xyz 0 1
C -0.39709 -1.42403 -1.02332
C -0.32055 -1.41443 0.50659
O -0.63760 -0.09868 0.83856
C -0.48056 0.70353 -0.25801
O -0.57860 1.88513 -0.21558
O -0.26672 -0.04282 -1.33529
F 1.00121 -1.66297 0.81880
H -1.32908 -1.76518 -1.46868
H 0.42696 -1.93598 -1.51378
H -0.91746 -2.23134 0.90758
C 2.12130 -5.19949 -0.26886
C 2.23635 -6.28324 0.76545
O 0.88436 -6.46416 1.12172
C 0.25130 -5.29262 0.95517
O -0.83386 -5.04997 1.38680
O 0.93921 -4.47775 0.13920
F 2.89853 -5.77810 1.85310
H 2.00149 -5.50909 -1.30768
H 2.95329 -4.49883 -0.26434
H 2.71276 -7.20064 0.42711
C -2.07837 5.28322 -0.83664
C -2.66780 6.45997 -0.04865
O -1.71159 7.46769 -0.32822
C -0.55151 6.91334 -0.72512
O 0.42865 7.53901 -0.93566
O -0.69655 5.57514 -0.88198
F -2.62457 6.29785 1.29448
H -2.48048 5.13331 -1.84002
H -2.18817 4.35160 -0.28282
H -3.67159 6.68967 -0.39793
C -0.98084 2.41816 -3.42678
C -0.87949 1.49280 -4.65559
O -2.23769 1.26714 -4.90633
C -2.95880 1.42020 -3.77040
O -4.06906 1.04622 -3.58367
O -2.18889 2.04319 -2.84950
F -0.24531 0.33993 -4.26014
H -0.94069 3.47480 -3.71765
H -0.16973 2.24916 -2.71845
H -0.29625 1.98148 -5.43067
C 1.05868 4.09125 1.59249
C 0.01037 4.57880 2.60692
O 0.18218 5.97951 2.54948
C 1.45164 6.22960 2.21177
O 1.97458 7.29631 2.25538
O 2.05144 5.10904 1.73853
F 0.32218 4.19749 3.89773
H 0.56364 4.07041 0.62503
H 1.30311 3.09249 1.95084
H -1.00670 4.20734 2.48786
C 3.79781 -2.60476 1.46463
C 4.32695 -1.41089 2.21719
C 5.79028 -1.42846 1.78999
O 6.13553 -2.80025 1.58010
C 4.95727 -3.62972 1.47541
H 3.62299 -2.36961 0.40867
H 2.85570 -3.02167 1.81956
H 4.33185 -1.61324 3.29068
H 3.79263 -0.49014 1.99634
H 6.48024 -1.11030 2.57285
H 5.97482 -0.91879 0.83770
H 4.91592 -4.26748 2.35771
H 5.01004 -4.20743 0.55433
C -3.25428 -2.29524 -2.70536
O -3.82463 -1.32861 -1.82260
H -4.00742 -2.57715 -3.44705
H -2.46174 -1.86936 -3.33761
H -2.80923 -3.10771 -2.13820
H -4.00362 -0.53660 -2.34656
C 1.22454 -0.77933 4.43848
O 1.22797 0.59815 4.80103
H 2.25145 -1.14798 4.37264
H 0.71593 -1.39592 5.18318
H 0.75569 -0.99809 3.47639
H 0.79742 0.61846 5.65821
C 0.86257 -4.32544 -4.50845
O 0.63055 -3.26470 -3.59936
H 1.37779 -4.05336 -5.43499
H 1.42807 -5.13532 -4.03529
H -0.10085 -4.73383 -4.81471
H 1.51596 -2.88202 -3.41622
C -1.84282 1.12194 3.69957
O -3.20075 1.50567 3.76382
H -1.31878 1.64284 2.90229
H -1.30623 1.34018 4.62895
H -1.70693 0.03848 3.60622
H -3.61067 1.21984 4.58187
C -3.74314 2.48998 0.76089
O -3.32870 3.41094 1.76287
H -3.54768 2.85568 -0.24809
H -3.27439 1.50581 0.81537
H -4.82895 2.39999 0.86306
H -3.19744 2.84712 2.54503
C 3.11211 -1.28236 -4.70401
O 2.90983 -1.75255 -3.36456
H 3.29205 -2.17451 -5.30078
H 2.31083 -0.65022 -5.07758
H 4.07757 -0.76777 -4.71728
H 2.89430 -1.00396 -2.76001
C -4.19061 -1.54184 1.61479
O -4.77404 -2.39505 0.66938
H -3.10153 -1.49302 1.50933
H -4.61391 -0.53486 1.66142
H -4.34163 -1.95715 2.61573
H -4.35429 -2.29385 -0.19582
*
```

The LUMO energy is -0.12 eV. The HOMO energy is -9.73 eV. The value obtained for the gap between HOMO and LUMO is 9.612 eV.